1.
6 unconnected molecules or ions with the total composition C38H36BNO14 in a non-equilibrium geometry. Source: OMol25; level of theory: the ωB97M-V functional and the def2-TZVPD basis.

CARTESIAN COORDINATES (ANGSTROEM)
C 4.28305 -0.95300 -0.62187
C 3.37008 0.27428 -1.16174
O 2.62127 0.74366 -0.01931
B 1.56381 1.62964 -0.39216
O 1.95292 2.98594 -0.75859
C -0.00847 1.26369 -0.40139
C -0.71409 0.75345 -1.73670
C -2.23857 1.17107 -1.37594
O -2.71726 -0.02913 -0.75886
C -4.04561 0.11710 -0.21119
C -5.17143 -0.67898 -1.05310
N -2.08230 2.40106 -0.57870
C -1.00186 2.24082 0.39246
O -0.89009 2.70510 1.53176
H 3.62540 -1.87352 -0.55836
H 5.20728 -1.11109 -1.26550
H 4.60868 -0.65325 0.43312
H 2.71177 -0.08949 -2.01205
H 4.08332 1.03733 -1.59908
H 2.21755 3.37722 0.10211
H -0.03454 0.34796 0.29686
H -0.22215 1.28090 -2.60928
H -0.54336 -0.36448 -1.85026
H -2.69627 1.41661 -2.38668
H -4.36274 1.20198 -0.21354
H -4.08099 -0.21960 0.87825
H -6.06149 0.01510 -1.21553
H -4.78552 -1.09824 -2.02592
H -5.54205 -1.52714 -0.38688
H -2.86120 2.68489 0.03234
C -4.42833 -5.46877 -3.81111
C -5.02781 -4.47074 -3.16185
C -6.02509 -3.60904 -3.83279
O -6.57026 -2.69774 -3.24156
C -6.33276 -3.89785 -5.25031
C -5.73325 -4.89593 -5.89961
C -4.73594 -5.75773 -5.22874
O -4.19037 -6.66898 -5.81920
H -3.69559 -6.10909 -3.33633
H -4.81497 -4.24587 -2.12403
H -7.06551 -3.25753 -5.72506
H -5.94608 -5.12067 -6.93725
C 2.37918 3.43251 6.33896
C 2.65692 2.14000 6.16618
C 2.22679 1.41913 4.94822
O 2.47804 0.23963 4.79078
C 1.47877 2.18714 3.92964
C 1.20081 3.48000 4.10236
C 1.63079 4.20080 5.31981
O 1.37959 5.37970 5.47739
H 2.68536 3.97583 7.22410
H 3.20405 1.56318 6.90143
H 1.17205 1.64440 3.04393
H 0.65324 4.05624 3.36615
C 0.21822 -4.11056 -0.47152
C -0.03737 -5.12339 0.35645
C 0.30787 -5.04569 1.79292
O 0.07674 -5.96968 2.54767
C 0.94563 -3.80121 2.27495
C 1.20123 -2.78829 1.44668
C 0.85588 -2.86658 0.01119
O 1.08755 -1.94131 -0.74297
H -0.02671 -4.14987 -1.52563
H -0.50415 -6.04096 0.02047
H 1.19075 -3.76134 3.32882
H 1.66838 -1.87001 1.78241
C -5.30150 4.03597 4.85428
C -5.37736 3.30786 3.74052
C -4.16019 2.79205 3.07746
O -4.23000 2.12866 2.05798
C -2.85674 3.11278 3.69705
C -2.78108 3.84179 4.81165
C -3.99744 4.35774 5.47505
O -3.93047 5.02025 6.49188
H -6.18160 4.42239 5.35282
H -6.32336 3.06286 3.27351
H -1.97704 2.72616 3.19806
H -1.83503 4.08718 5.27861
C 7.40541 1.18440 -2.85106
C 8.64226 1.62709 -3.07716
C 9.43143 1.14251 -4.23038
O 10.55962 1.54396 -4.43616
C 8.79522 0.14968 -5.12339
C 7.55836 -0.29292 -4.89714
C 6.76951 0.19172 -3.74409
O 5.64032 -0.20996 -3.53787
H 6.81343 1.52747 -2.01157
H 9.12249 2.35397 -2.43412
H 9.38702 -0.19334 -5.96267
H 7.07798 -1.01983 -5.54010

Output
* multiplicity: 1
* HOMO-LUMO gap: 8.2 eV
* strongest force on any atom: 3.47 eV Å⁻¹
* charge: 0
* SMILES: CCOB(O)[C@@H]1C[C@@H](OCC)NC1=O.O=C1C=CC(=O)C=C1.O=C1C=CC(=O)C=C1.O=C1C=CC(=O)C=C1.O=C1C=CC(=O)C=C1.O=C1C=CC(=O)C=C1

Atom charges from the Löwdin analysis, given in e for atoms 1 to 4: C -0.06; C -0.23; O -0.01; B -0.48


2.
C5H11NO in the gas phase. Source: OMol25; level of theory: the ωB97M-V functional and the def2-TZVPD basis.

CARTESIAN COORDINATES (ANGSTROEM)
C 0.54305 1.56990 1.14512
C 0.66531 0.03816 1.06154
C -0.00550 -0.72984 -0.16984
C -0.94324 -1.80766 0.35451
N -0.74453 0.14325 -1.07343
C -0.15304 0.50882 -2.26109
O 0.72544 -0.08212 -2.86116
H 1.46564 2.05536 0.80544
H -0.23303 1.89671 0.43174
H 0.30986 1.84981 2.19368
H 1.73146 -0.21968 1.08069
H 0.20592 -0.36129 1.96857
H 0.84217 -1.14496 -0.71932
H -0.37418 -2.48832 0.99380
H -1.71142 -1.30487 0.95179
H -1.46328 -2.36673 -0.43030
H -1.24905 0.87681 -0.57161
H -0.59601 1.44660 -2.60907

Output
* multiplicity: 1
* ΔE to the lowest compared entry with this formula, charge and spin: 81.50 kJ/mol
* HOMO-LUMO gap: 10.7 eV
* strongest force on any atom: 0.96 eV Å⁻¹
* charge: 0
* SMILES: CC[C@@H](C)NC=O

Atom charges from the Löwdin analysis, given in e for atoms 1 to 4: C -0.10; C -0.19; C -0.37; C -0.07